ORCA calculation (wB97M-V/def2-TZVPD) on a 7-piece molecular cluster, C34H40NO15 overall.

Output
- Total charge: -1
- Kohn-Sham gap: 6.8 eV
- ΔE to the lowest compared entry with this formula, charge and spin: 97.0 kcal per mole

CARTESIAN COORDINATES (ANGSTROEM)
N: -0.45 -0.22 2.01
O: -0.43 0.77 2.59
O: -0.81 -0.29 0.86
O: 0.12 -1.18 2.53
C: -5.44 2.02 -1.80
C: -6.60 2.80 -1.96
C: -7.35 2.71 -3.12
C: -6.99 1.85 -4.12
C: -5.90 1.06 -4.01
C: -5.10 1.20 -2.89
O: -4.05 0.39 -2.76
O: -8.51 3.43 -3.30
H: -4.88 1.91 -0.88
H: -6.81 3.63 -1.31
H: -7.66 1.84 -4.97
H: -5.64 0.38 -4.80
H: -3.52 0.52 -1.97
H: -9.14 3.16 -2.63
C: 6.16 -4.66 6.29
C: 5.74 -4.34 5.05
C: 4.41 -4.03 4.81
C: 3.51 -3.92 5.88
C: 3.91 -4.32 7.16
C: 5.22 -4.76 7.33
O: 5.65 -4.96 8.58
O: 3.91 -3.58 3.57
H: 7.19 -4.90 6.50
H: 6.40 -4.17 4.21
H: 2.48 -3.65 5.70
H: 3.15 -4.37 7.93
H: 5.02 -5.48 9.09
H: 2.97 -3.45 3.70
C: -4.36 -5.43 -0.86
C: -3.39 -5.10 0.10
C: -2.93 -6.02 1.00
C: -3.41 -7.33 1.03
C: -4.32 -7.71 0.07
C: -4.74 -6.79 -0.89
O: -5.76 -7.10 -1.81
O: -1.91 -5.63 1.90
H: -4.81 -4.79 -1.59
H: -2.97 -4.11 0.11
H: -2.93 -7.91 1.81
H: -4.66 -8.74 0.09
H: -6.04 -6.33 -2.29
H: -1.46 -4.85 1.58
C: 2.72 -3.29 -4.21
C: 2.86 -3.09 -5.60
C: 2.47 -1.91 -6.20
C: 1.78 -0.97 -5.38
C: 1.57 -1.20 -4.02
C: 1.99 -2.39 -3.48
O: 1.65 -2.64 -2.17
O: 2.71 -1.63 -7.52
H: 3.10 -4.20 -3.76
H: 3.36 -3.82 -6.21
H: 1.44 -0.04 -5.82
H: 1.16 -0.48 -3.33
H: 1.24 -1.91 -1.69
H: 1.91 -1.15 -7.77
C: -0.95 7.80 0.42
C: -1.25 6.57 1.02
C: -1.75 6.59 2.32
C: -2.06 7.72 3.00
C: -1.79 8.93 2.38
C: -1.27 8.98 1.13
O: -1.13 10.12 0.43
O: -2.10 5.34 2.83
H: -0.52 7.94 -0.56
H: -1.22 5.63 0.51
H: -2.55 7.68 3.96
H: -2.24 9.80 2.81
H: -1.01 9.99 -0.51
H: -1.58 4.67 2.37
C: 6.23 2.15 -0.46
O: 4.94 1.54 -0.85
C: 3.89 1.73 0.10
C: 3.43 3.16 0.39
O: 2.61 3.74 -0.63
C: 3.20 3.75 -1.89
H: 7.07 1.66 -0.94
H: 6.43 1.93 0.59
H: 6.29 3.22 -0.64
H: 4.26 1.29 1.03
H: 3.09 1.09 -0.26
H: 4.22 3.80 0.78
H: 2.83 3.16 1.30
H: 3.49 2.75 -2.21
H: 4.08 4.36 -2.08
H: 2.52 4.09 -2.68